1.
Below is C30H51As3ClGeN3O8SeTl as an isolated structure in a non-equilibrium geometry, with properties calculated with ωB97M-V/def2-TZVPD.

Geometry as XYZ:
```
99
Properties=species:S:1:pos:R:3:lowdin_charge:R:1
Tl -19.4776 5.4739 1.3536 0.702
O -17.1359 8.1872 4.0340 0.053
C -18.3320 7.7093 4.4127 -0.418
O -19.1258 7.1278 3.6416 -0.049
C -18.5658 7.9690 5.9011 -0.136
C -17.6980 8.7952 6.5545 0.010
C -17.8348 8.9100 7.9638 -0.029
C -18.7900 8.1698 8.6333 0.005
C -19.6919 7.3977 7.8903 -0.187
N -19.5848 7.3204 6.5663 0.178
C -20.9713 6.8371 8.4220 -0.437
O -21.5809 6.0481 7.4594 0.033
O -21.3988 7.0040 9.5551 0.095
H -17.0795 8.3067 3.0026 0.081
H -16.9093 9.3005 5.9570 0.135
H -17.0047 9.4260 8.4746 0.116
H -18.8457 8.1106 9.7395 0.132
H -21.0176 6.2291 6.6079 0.131
C -18.4340 0.9115 -0.9408 -0.378
As -18.3083 1.2439 0.9805 1.070
C -19.1815 -0.5664 1.4341 -0.321
C -16.3393 0.9162 1.2321 -0.353
C -15.4038 2.0792 1.7689 -0.649
C -15.7628 3.3787 1.0581 -0.099
C -15.6131 2.2189 3.3155 -0.389
As -17.3743 2.5868 4.1367 1.135
C -17.2310 1.3218 5.8668 -0.293
C -16.8852 4.2640 5.0362 -0.347
C -13.9106 1.7571 1.5420 -0.389
As -13.2238 1.2126 -0.2599 1.114
C -11.8084 2.6351 -0.5074 -0.354
C -14.1930 2.1924 -1.7043 -0.361
H -17.8269 0.0335 -1.1267 -0.001
H -17.8587 1.7331 -1.5036 0.036
H -19.4261 0.6990 -1.2961 0.007
H -20.0823 -0.7511 0.9794 -0.039
H -19.2275 -0.5205 2.6042 0.034
H -18.4772 -1.4128 1.2182 0.019
H -16.0743 0.6491 0.1901 0.032
H -16.3770 0.0190 1.8694 0.062
H -16.5750 3.8358 1.6255 0.014
H -16.0743 3.2677 0.0095 0.076
H -14.9994 4.1423 1.1198 0.085
H -14.8491 2.9052 3.6357 0.065
H -15.3000 1.3049 3.7847 0.044
H -16.2007 1.0115 6.0673 -0.003
H -17.9592 0.4652 5.9203 0.007
H -17.6435 1.9585 6.6390 -0.024
H -17.6595 4.4985 5.6953 -0.023
H -16.7377 4.9583 4.2639 -0.021
H -15.8569 4.2589 5.5949 0.071
H -13.5320 0.8985 2.1417 0.059
H -13.3081 2.6387 1.8095 0.066
H -11.0028 2.6814 0.2542 0.024
H -12.1894 3.6124 -0.7079 0.005
H -11.3729 2.3211 -1.4184 -0.022
H -15.2360 1.8389 -1.7789 -0.008
H -13.7653 1.9719 -2.7031 0.028
H -14.2750 3.2533 -1.4685 0.014
C -24.4158 6.0853 5.7193 -0.030
N -23.7507 7.1812 4.9894 -0.056
C -23.5671 7.2236 3.6158 -0.730
Se -24.4423 6.1989 2.3313 0.549
N -22.7945 8.3439 3.4009 0.115
C -22.4910 9.0201 4.5709 -0.176
C -21.9163 10.3123 4.7093 0.016
C -21.8853 10.7177 6.0491 -0.119
C -22.4725 9.9990 7.0621 -0.112
C -23.1389 8.7866 6.8788 -0.013
C -23.1346 8.3177 5.5804 -0.168
H -23.7328 5.7794 6.5510 0.088
H -24.4347 5.2116 5.1347 0.039
H -25.4062 6.3131 6.0871 0.089
H -22.5275 8.7454 2.5262 0.151
H -21.5968 10.9453 3.9128 0.102
H -21.4161 11.6886 6.3223 0.111
H -22.3975 10.4255 8.0707 0.109
H -23.6330 8.2485 7.6653 0.114
C -23.1387 5.9600 -2.5085 -0.249
Ge -21.2721 5.8167 -1.9304 0.727
C -20.0633 6.9735 -2.9996 -0.223
C -20.6117 4.0311 -2.0733 -0.275
C -21.1431 6.3187 0.0908 -0.534
H -23.1816 5.0809 -3.1738 -0.001
H -23.4252 6.9389 -2.9176 0.004
H -23.9197 5.8844 -1.6647 0.037
H -19.3287 7.4803 -2.3529 -0.005
H -20.6660 7.6805 -3.5876 0.003
H -19.5849 6.2440 -3.6958 0.015
H -20.9685 3.3587 -1.2772 0.021
H -19.5063 3.9690 -1.9864 0.022
H -20.7735 3.4986 -3.0127 0.010
H -22.1544 6.0689 0.4308 -0.121
H -21.1187 7.4062 0.0269 -0.067
O -16.9874 8.5791 1.4791 -0.343
Cl -16.9748 7.5081 0.4951 0.752
O -15.8571 7.5481 -0.3981 -0.312
O -18.2350 7.4367 -0.2983 -0.411
O -16.9065 6.1778 1.2975 -0.537
```

Output
energy above the lowest of the compared OMol25 structures with the same formula, charge and spin: 1.020 eV
net charge: -1
lowest unoccupied orbital energy: 1.37 eV


2.
Below is C30H51Br27N2O3PS2 as an isolated structure in a non-equilibrium geometry, with properties calculated with ωB97M-V/def2-TZVPD.

Geometry as XYZ:
```
116
Properties=species:S:1:pos:R:3:lowdin_charge:R:1
C -2.6319 -5.3587 -2.1064 -0.044
C -3.1131 -4.2354 -3.2481 -0.276
O -4.3233 -4.2835 -3.8390 -0.047
O -2.2005 -3.1380 -3.6067 -0.113
C -1.8449 -2.3374 -2.4204 -0.184
C -2.2830 -0.7636 -2.7213 -0.143
C -1.2269 0.0124 -3.7389 -0.206
C 0.3254 0.0190 -3.2049 -0.226
C 0.4562 1.0555 -1.8984 -0.269
C 1.9132 0.9093 -1.2755 -0.379
P 2.1868 1.0364 0.6065 0.226
S 0.4732 -0.1842 1.1168 0.479
C 1.2441 2.6878 0.7884 -0.324
C 0.0675 2.7543 1.9162 -0.287
C -1.4800 2.6719 1.2799 -0.183
C -2.5794 2.3797 2.4904 -0.196
N -3.2149 3.7183 2.8092 -0.162
C -2.3060 4.4917 3.7552 -0.118
C -4.4773 3.3998 3.5791 -0.318
C -4.4977 2.9731 5.1700 -0.050
O -5.6581 3.5125 2.9447 -0.060
C 3.1266 -0.6692 0.4503 -0.380
C 3.4746 -1.3629 1.9004 -0.232
C 3.9581 -2.9388 1.6105 -0.390
C 5.5751 -3.1602 1.7529 -0.134
C 3.2468 -3.8792 2.7944 -0.185
N 2.6113 1.1535 2.3223 -0.197
C 3.7713 1.9102 2.5346 -0.620
S 5.0766 3.0395 2.3968 0.485
H -2.5545 -6.4333 -2.5831 0.096
H -1.6102 -5.0121 -1.6518 0.045
H -3.4423 -5.3064 -1.2442 0.108
H -0.6984 -2.4133 -2.1846 0.123
H -2.4198 -2.6566 -1.4387 0.139
H -3.3429 -0.8184 -3.2283 0.121
H -2.3754 -0.1694 -1.6912 0.116
H -1.3396 -0.3780 -4.8595 0.043
H -1.6088 1.1426 -3.7747 0.118
H 0.9720 0.5474 -4.0586 0.078
H 0.7829 -1.0369 -2.9975 0.088
H 0.3762 2.1389 -2.3978 0.118
H -0.4971 0.9353 -1.2623 0.048
H 2.4077 -0.0784 -1.7331 0.039
H 2.5865 1.7787 -1.7505 0.107
H 3.4445 1.7370 0.3108 -0.004
H 0.5882 -0.3237 2.5294 -0.124
H 2.0511 3.5089 1.1165 0.084
H 0.7968 3.1385 -0.1947 0.087
H 0.1075 3.8709 2.3461 0.092
H 0.2103 2.0761 2.8582 0.077
H -1.7152 3.6681 0.6997 0.119
H -1.5972 1.7926 0.5044 0.065
H -3.3577 1.5669 2.1461 0.136
H -1.9993 1.9433 3.4374 0.121
H -3.0173 5.2495 4.3371 0.104
H -1.7953 3.7993 4.5734 0.101
H -1.4942 5.1467 3.2085 0.098
H -3.4906 2.4991 5.5341 0.076
H -4.7157 3.9058 5.8520 0.092
H -5.3592 2.1816 5.3632 0.099
H 4.0561 -0.5371 -0.2637 0.094
H 2.3066 -1.3980 -0.0240 0.035
H 4.4035 -0.7960 2.3316 0.097
H 2.5675 -1.4617 2.6328 0.074
H 3.5544 -3.3458 0.5776 0.074
H 6.0021 -2.6244 2.7170 0.082
H 5.7784 -4.3201 1.9312 0.070
H 6.1367 -2.7873 0.7693 0.084
H 3.1842 -3.2191 3.7777 0.083
H 3.8736 -4.8582 3.0288 0.057
H 2.1379 -4.1330 2.4939 -0.034
C -7.1308 -6.0693 -5.6532 -1.593
Br -6.6547 -5.1462 -7.2980 0.530
Br -8.8497 -5.4765 -4.9619 0.548
Br -7.0623 -8.0022 -5.8621 0.539
H -6.3762 -5.8015 -4.9063 -0.043
C -8.8326 5.0978 1.3331 -1.600
Br -9.4259 5.9537 2.9761 0.536
Br -9.9528 3.5786 0.8629 0.543
Br -8.6839 6.3686 -0.1323 0.542
H -7.8269 4.7075 1.5210 -0.039
C 1.2191 -6.6062 0.5304 -1.553
Br -0.4695 -7.4479 0.0570 0.563
Br 1.1364 -4.6704 0.3579 0.666
Br 1.8293 -7.1503 2.2956 0.588
H 1.9653 -6.9597 -0.1889 -0.020
C 5.9054 2.5827 6.2150 -1.585
Br 7.5361 2.7254 7.2659 0.503
Br 5.2593 0.7500 6.1263 0.553
Br 4.5295 3.8056 6.8442 0.569
H 6.1567 2.8830 5.1924 -0.068
C -1.8629 1.0102 -8.0181 -1.592
Br -2.9956 2.3215 -7.1341 0.552
Br 0.0252 1.4350 -7.8220 0.533
Br -2.2617 -0.8020 -7.4336 0.579
H -2.0922 1.0589 -9.0877 -0.029
C 3.7020 -0.7950 -5.5461 -1.580
Br 2.0134 -1.6367 -6.0195 0.552
Br 3.6193 1.1408 -5.7186 0.545
Br 4.3122 -1.3391 -3.7809 0.574
H 4.4481 -1.1485 -6.2654 -0.029
C 3.3602 7.4388 5.8914 -1.618
Br 1.4865 7.6291 6.3783 0.540
Br 3.5786 7.0157 4.0054 0.550
Br 4.4045 8.9961 6.4097 0.540
H 3.7528 6.5877 6.4576 -0.091
C 11.1234 0.7025 7.6831 -1.591
Br 9.5751 -0.3182 7.0958 0.546
Br 10.6085 2.2707 8.7125 0.526
Br 12.3998 -0.4072 8.6443 0.546
H 11.6290 1.0637 6.7815 -0.021
C -8.1578 -4.2508 -11.2602 -1.604
Br -9.2904 -2.9394 -10.3762 0.550
Br -6.2697 -3.8259 -11.0641 0.541
Br -8.5565 -6.0629 -10.6757 0.537
H -8.3871 -4.2021 -12.3298 -0.028
```

Output
net charge: -1
lowest unoccupied orbital energy: 0.91 eV


3.
Below is C30H52BrMgN3P2S as an isolated structure in a non-equilibrium geometry, with properties calculated with ωB97M-V/def2-TZVPD.

Geometry as XYZ:
```
90
Properties=species:S:1:pos:R:3:lowdin_charge:R:1
N 3.6096 -7.1305 0.7444 0.064
C 3.8150 -6.2756 1.7449 -0.123
C 2.8455 -5.3939 2.2132 -0.012
C 1.6067 -5.3747 1.5408 -0.222
C 1.3858 -6.3305 0.5126 -0.006
C 2.4347 -7.1784 0.1409 -0.123
C 0.7136 -4.2331 1.6613 -0.198
Mg -0.7633 -2.9981 2.3984 0.893
P -2.5367 -0.5103 1.4650 0.900
C -0.3713 -4.0606 0.6971 -0.168
C -0.3489 -2.9601 -0.2638 -0.257
C -0.7576 -3.0901 -1.6193 -0.017
C -1.0442 -2.0299 -2.4396 -0.131
C -0.7270 -0.6227 -2.0846 -0.772
C 0.2230 -0.6692 -0.8911 -0.138
C 0.2297 -1.6911 0.0359 -0.114
Br -2.4226 0.0910 -1.4372 0.943
H 1.0462 -3.3561 2.3234 0.084
H -0.9974 -4.9505 0.5092 0.129
H 3.0753 -4.6846 3.0044 0.114
H 0.4315 -6.3608 -0.0130 0.101
H 4.8074 -6.2541 2.1789 0.113
H 2.3006 -7.8862 -0.6684 0.113
H -0.9571 -4.1283 -1.9382 0.140
H 0.7585 -1.6224 1.0106 0.091
H -1.6614 -2.1773 -3.3246 0.092
H 0.9047 0.1766 -0.7749 0.041
P -0.2382 0.5822 -3.4280 1.019
C -2.0861 -1.2911 3.0419 -0.508
C -2.7337 -0.8545 4.3399 -0.104
H -0.9667 -1.1469 3.1360 0.090
H -2.4998 -2.3439 2.8737 0.081
H -2.1156 -1.2269 5.1641 0.092
H -2.8080 0.2354 4.3824 0.079
H -3.7255 -1.3145 4.4136 0.089
C -4.3863 -0.4281 1.6645 -0.388
C -5.1773 0.8335 1.3152 -0.138
H -4.6216 -0.6700 2.7144 0.064
H -4.7666 -1.2782 1.0675 0.079
H -6.1469 0.5330 0.8861 0.088
H -5.4123 1.3861 2.2357 0.077
H -4.6996 1.5184 0.6146 0.055
C -2.1464 1.3945 1.4195 -0.418
C -2.5003 2.3676 2.5160 -0.154
H -2.6184 1.7696 0.4981 0.005
H -1.0489 1.4059 1.2739 0.035
H -2.0667 3.3645 2.2796 0.094
H -3.5858 2.5296 2.5926 0.067
H -2.0954 2.0595 3.4858 0.056
C 0.2468 2.1787 -2.6663 -0.321
C 0.3089 3.3477 -3.6373 -0.110
H 1.2202 2.0140 -2.1790 0.075
H -0.4879 2.3973 -1.8780 0.090
H 1.1026 3.2388 -4.3831 0.085
H -0.6472 3.4742 -4.1532 0.072
H 0.5051 4.2607 -3.0635 0.084
C -1.7798 0.7971 -4.3932 -0.353
C -2.0421 -0.2972 -5.4076 -0.114
H -1.7848 1.8112 -4.8268 0.098
H -2.6075 0.7757 -3.6697 0.004
H -1.2361 -0.3940 -6.1435 0.079
H -2.2174 -1.2678 -4.9355 0.062
H -2.9649 -0.0354 -5.9354 0.096
C 1.0868 0.1060 -4.5642 -0.310
C 2.4539 -0.1788 -3.9464 -0.109
H 1.1707 0.9273 -5.2990 0.113
H 0.7322 -0.7826 -5.1114 0.099
H 3.1148 -0.5704 -4.7290 0.093
H 2.9232 0.7283 -3.5426 0.073
H 2.4056 -0.9292 -3.1475 0.079
C 0.8302 2.9070 3.5008 -0.113
N 1.7328 3.5296 2.5402 -0.204
C 2.4221 4.7303 3.0380 -0.041
C 2.3227 2.7200 1.6057 -0.755
S 2.0095 1.0679 1.5404 0.680
N 3.1670 3.3788 0.7313 -0.228
C 2.6557 4.5764 0.0484 -0.039
C 4.0801 2.5850 -0.0952 -0.096
H 1.3501 2.1723 4.1432 0.091
H 0.0348 2.3778 2.9599 0.022
H 0.3912 3.7058 4.1143 0.101
H 3.4665 4.7812 2.6967 0.104
H 1.8768 5.6304 2.7079 0.093
H 2.3975 4.7264 4.1394 0.099
H 3.5273 5.2007 -0.2186 0.107
H 2.0962 4.3139 -0.8759 0.084
H 2.0019 5.1252 0.7345 0.070
H 4.4676 1.7466 0.5033 0.072
H 3.5978 2.1665 -1.0040 0.071
H 4.9150 3.2323 -0.4112 0.098
```

Output
energy above the lowest of the compared OMol25 structures with the same formula, charge and spin: 3.792 eV
net charge: +2
lowest unoccupied orbital energy (spin up / spin down): -6.74 / -6.74 eV


Q: The highest net charge belongs to which entry?
A: C30H52BrMgN3P2S


Q: What is the net charge in the third record?
A: +2


Q: Look up the net charge of the second one.
A: -1


Q: Look up the net charge of the second one.
A: -1